{
  "formula": "C6H10N",
  "method": "the ωB97M-V functional and the def2-TZVPD basis",
  "symbols": ["C", "H", "H", "H", "C", "H", "C", "H", "C", "H", "H", "C", "H", "C", "H", "H", "N"],
  "coordinates": [[0.347870, -0.875640, -0.068620], [1.606781, 1.353251, -1.209927], [-1.643864, -2.053856, -2.041017], [-0.444797, -1.006921, -3.000958], [-0.493460, -0.772969, -0.957407], [0.409541, 2.455928, -1.142445], [0.606340, -0.224427, 1.188414], [0.338786, -1.171320, 3.121123], [-0.242661, -0.536413, 2.384320], [1.422865, 2.354242, 0.203001], [-1.128900, -0.876645, 1.975042], [-0.006968, 0.759564, 0.208429], [-0.283497, 0.291445, 2.976299], [-1.144518, -1.041287, -2.185200], [1.731764, -0.044248, 1.490070], [-1.992329, -0.308463, -2.462627], [0.917047, 1.697759, -0.478497]],
  "forces_ev_per_angstrom": [[1.4, -1.2, 1.2], [-0.3, -0.2, 1.3], [0.7, 1.1, -0.6], [0.3, -0.4, -0.4], [0.6, 1.6, 0.2], [0.6, -2.2, 2.2], [3.1, 1.7, 0.5], [-1.0, -0.4, -1.3], [3.2, -2.1, 0.2], [-0.6, -1.4, -0.8], [-2.1, -0.9, 0.3], [-2.0, -0.1, 0.0], [-0.9, 2.8, 1.1], [-3.3, 0.0, -0.9], [-2.1, -0.3, -1.0], [1.3, -1.0, 0.8], [1.2, 3.2, -2.7]],
  "lowdin_charge": [-0.02, 0.18, 0.14, 0.09, -0.03, 0.22, -0.31, 0.12, -0.02, 0.19, 0.07, -0.09, 0.06, -0.03, 0.19, 0.14, 0.11],
  "multiplicity": 1,
  "energy_ha": -288.90161,
  "charge": 1,
  "e_homo_ha": -0.4761,
  "de_lowest_kj_mol": 476.2
}